(1)
{
  "formula": "C5H6O3",
  "method": "ωB97M-V/def2-TZVPD",
  "elements": ["C", "C", "C", "O", "C", "C", "O", "O", "H", "H", "H", "H", "H", "H"],
  "xyz": [[1.073995, 0.338350, 1.599266], [0.126931, -0.128143, 0.477992], [-0.140650, -1.626476, 0.459536], [-0.886831, -2.044570, -0.338164], [-0.053251, 0.721211, -0.624968], [-0.956585, 0.855534, -1.921429], [-1.051538, 1.982314, -2.418559], [-1.961288, -0.088494, -2.107364], [0.905520, 0.200672, 2.685602], [1.170192, 1.508310, 1.390913], [2.173626, -0.154964, 1.604364], [0.506516, -2.321353, 1.205852], [0.626454, 1.635380, -0.493522], [-1.533091, -0.877771, -1.519519]],
  "atomic_forces_ev_per_a": [[2.6, 1.9, -0.5], [1.2, 0.2, -0.9], [2.4, 1.8, 2.5], [-2.1, -2.2, -2.2], [1.4, -0.1, 1.4], [-2.5, 2.2, 1.2], [1.0, -3.1, 0.7], [4.2, -1.2, 2.0], [-1.2, 0.0, -0.8], [0.2, -2.5, 0.9], [-2.3, 1.1, -0.8], [-1.4, 1.4, -1.4], [-1.6, -1.1, -0.6], [-1.9, 1.5, -1.6]],
  "mulliken_charge": [-1.19, 0.88, 0.16, -0.50, -0.46, 0.26, -0.50, -0.51, 0.35, 0.27, 0.27, 0.26, 0.24, 0.47],
  "lumo_energy_ev": -1.05,
  "gap_ev": 9.377,
  "energy_ev": -11422.136,
  "smiles": "C/C(C=O)=C/C(=O)O",
  "e_homo_ha": -0.3833,
  "de_lowest_kj_mol": 219.6,
  "spin_multiplicity": 1
}



(2)
{
  "formula": "C5H6O3",
  "method": "ωB97M-V/def2-TZVPD",
  "elements": ["O", "C", "C", "O", "C", "C", "C", "O", "H", "H", "H", "H", "H", "H"],
  "xyz": [[-3.036068, 0.382448, 0.038126], [-2.226479, -0.541813, -0.210104], [-0.775574, -0.274304, 0.287695], [-0.070408, -1.316523, -0.154204], [1.256304, -1.063148, -0.146256], [1.711630, 0.170474, -0.045140], [0.736410, 1.343802, -0.037553], [-0.537094, 0.847457, -0.533497], [-2.444944, -1.620425, -0.655553], [-0.687328, -0.207745, 1.325709], [1.764156, -1.954120, -0.216540], [2.755809, 0.456268, 0.274244], [0.567080, 1.788512, 0.911798], [0.986506, 1.989119, -0.838731]],
  "atomic_forces_ev_per_a": [[1.9, -3.8, -1.5], [-2.5, 1.7, 2.4], [-4.2, 0.4, -4.0], [1.3, -2.4, -0.8], [-0.5, 1.2, 0.1], [1.3, 1.8, 1.6], [-0.5, -2.0, -2.0], [1.4, 0.4, 2.2], [0.1, 2.2, 0.5], [0.2, 1.0, 1.9], [1.6, -1.6, -0.1], [-1.1, -0.8, -0.9], [0.2, 0.7, 0.8], [0.7, 1.3, -0.2]],
  "mulliken_charge": [-0.48, -0.10, 0.21, -0.37, -0.30, -0.31, -0.42, -0.41, 0.26, 0.48, 0.51, 0.29, 0.32, 0.31],
  "lumo_energy_ev": 0.73,
  "gap_ev": 10.225,
  "energy_ev": -11421.691,
  "smiles": "O=C[C@H]1OC=CCO1",
  "e_homo_ha": -0.3489,
  "de_lowest_kj_mol": 262.5,
  "spin_multiplicity": 1
}



(3)
{
  "formula": "C5H6O4",
  "method": "ωB97M-V/def2-TZVPD",
  "elements": ["O", "C", "C", "O", "C", "O", "C", "O", "C", "H", "H", "H", "H", "H", "H"],
  "xyz": [[-1.214935, -0.628720, 1.563401], [-1.686847, -0.018513, 0.384616], [-0.858773, 0.909334, -0.384464], [0.143951, 1.316806, 0.346874], [1.497892, 0.730767, 0.122675], [1.821002, -0.077738, 1.084285], [1.612322, -0.720916, -0.152522], [0.351098, -1.332927, -0.280855], [-0.783163, -0.524125, -0.759009], [-0.343211, -0.541449, 1.396743], [-2.807156, -0.107418, 0.234436], [-1.322991, 1.772656, -1.001769], [2.223832, 1.507006, -0.176180], [2.486787, -1.294877, -0.689801], [-1.119810, -0.989892, -1.688427]],
  "atomic_forces_ev_per_a": [[-5.2, 1.4, 0.5], [-2.7, -3.3, -0.6], [-2.1, 1.4, -1.9], [5.9, 1.2, 1.6], [-1.6, 3.1, -2.6], [1.6, -2.8, 3.3], [-0.9, 0.2, -1.9], [0.2, 0.6, -0.4], [0.2, -1.5, -1.1], [5.0, -0.2, 0.5], [1.6, 0.2, 0.3], [0.5, -1.9, 0.6], [-0.6, -0.3, 0.1], [-1.8, 1.3, 1.4], [-0.1, 0.6, 0.3]],
  "mulliken_charge": [-0.50, -0.45, 0.26, -0.38, -0.18, -0.35, 0.16, -0.41, -0.22, 0.34, 0.33, 0.30, 0.41, 0.33, 0.36],
  "lumo_energy_ev": 0.88,
  "gap_ev": 9.994,
  "energy_ev": -13467.094,
  "smiles": "O[C@H]1[C@H]2O[C@H]3O[C@H]3O[C@@H]12",
  "e_homo_ha": -0.3349,
  "de_lowest_kj_mol": 520.2,
  "spin_multiplicity": 1
}



(4)
{
  "formula": "C5H6OS",
  "method": "ωB97M-V/def2-TZVPD",
  "elements": ["C", "C", "C", "C", "O", "C", "S", "H", "H", "H", "H", "H", "H"],
  "xyz": [[0.007377, 1.551562, 0.464841], [0.118569, 0.337686, -0.456804], [-1.116933, -0.562176, -0.413583], [-0.738012, -1.704534, 0.114202], [0.564177, -1.721849, 0.418026], [1.192902, -0.648332, -0.039133], [2.812833, -0.457639, -0.102211], [-0.877883, 2.157657, 0.147109], [-0.067631, 1.130947, 1.505132], [1.006730, 2.069889, 0.356396], [0.408665, 0.610512, -1.449002], [-2.046091, -0.137813, -0.792230], [-1.264706, -2.625912, 0.247254]],
  "atomic_forces_ev_per_a": [[1.0, -0.3, 0.2], [-0.3, -1.2, 0.2], [0.2, 1.8, -0.7], [-2.0, 0.2, -0.7], [2.2, -1.8, 0.8], [0.6, 1.4, 0.1], [-0.8, -0.2, 0.2], [0.9, -0.3, 0.6], [-0.2, 0.9, -0.8], [-1.3, 0.0, 0.3], [-0.2, 0.5, -0.8], [0.0, -0.8, 0.3], [-0.1, -0.2, 0.3]],
  "mulliken_charge": [-1.04, 0.31, -0.36, -0.36, -0.33, -0.01, -0.29, 0.33, 0.29, 0.30, 0.34, 0.36, 0.43],
  "lumo_energy_ev": 0.25,
  "gap_ev": 9.073,
  "energy_ev": -18163.657,
  "smiles": "C[C@@H]1C=COC1=S",
  "e_homo_ha": -0.3244,
  "de_lowest_kj_mol": 94.6,
  "spin_multiplicity": 1
}